112
Properties=species:S:1:pos:R:3:forces:R:3 method="wB97M-V/def2-TZVPD" e_tot_ev=-67423.9111 homo_lumo_gap_ev=8.570 de_lowest_ev=0.103 spin_multiplicity=1
C 9.9180 20.0930 23.3090 0.25 0.37 0.12
C 10.4190 19.4690 22.0100 -0.97 2.05 -0.63
O 9.7030 18.3020 21.8310 0.39 -1.26 -0.05
H 8.8270 20.1630 23.3830 0.17 -0.45 -0.41
H 10.2550 21.1250 23.5390 0.41 -0.73 -0.22
H 10.2850 19.3650 24.0220 -0.15 0.28 0.87
H 11.5230 19.3410 22.0340 -0.42 0.01 0.06
H 10.1320 20.1240 21.1450 0.67 0.04 0.45
H 9.6570 18.1650 20.8670 -0.41 -0.32 0.72
C 13.2160 15.2520 20.7320 -1.75 2.14 0.35
C 13.7760 14.0520 21.2950 1.01 -2.41 2.03
O 13.9040 14.1650 22.7270 -0.25 0.68 -0.21
H 13.3400 15.2390 19.6950 0.11 -0.17 -1.78
H 13.6860 16.1600 21.0600 0.78 0.34 0.49
H 12.1550 15.4640 20.9330 0.13 -0.72 0.26
H 14.7960 13.9270 20.9390 0.32 -0.08 -0.52
H 13.2190 13.1350 21.0380 -0.05 0.52 0.03
H 14.1980 13.3470 23.1330 -0.14 -0.17 -0.29
C 9.5080 16.8750 18.7220 -8.40 0.22 -0.42
O 8.2150 16.5550 18.3320 5.89 0.81 1.04
N 9.7390 18.0880 19.1120 0.63 5.94 -0.27
N 10.4900 16.0870 18.9620 0.75 -1.86 -0.86
H 9.0430 18.9220 18.9750 1.10 -2.37 0.11
H 10.7410 18.3940 19.2880 -1.75 -0.85 0.14
H 10.3160 15.1500 18.8650 -0.15 -2.87 -0.12
H 11.3250 16.3780 19.3790 1.16 0.50 0.98
C 12.6290 11.9170 18.5670 -2.48 3.73 -0.40
O 12.0050 13.1780 18.6640 3.61 -5.36 -0.23
N 13.9200 11.7050 18.6960 4.26 2.05 1.10
N 12.0100 10.8240 18.2480 -2.56 -0.53 0.13
H 14.4810 12.5290 18.8860 -0.20 -0.21 0.04
H 14.5020 10.8510 18.7150 -1.55 0.59 -0.17
H 11.0410 10.9920 17.9260 -0.18 -0.48 -0.49
H 12.4740 9.9480 18.0570 -0.04 0.39 0.07
C 6.0180 14.7750 16.1920 -7.98 -3.90 -2.22
O 4.8970 14.1280 15.7360 5.56 2.69 1.88
N 6.0860 15.1480 17.4540 0.28 -1.32 2.80
N 6.9720 15.1210 15.3970 2.59 0.29 -3.30
H 5.5290 14.4440 17.9870 0.67 1.16 -0.11
H 7.0220 15.4190 17.8430 -0.77 -0.47 -0.02
H 6.8830 14.8430 14.4170 -0.31 0.51 0.55
H 7.8370 15.5850 15.6640 -0.25 0.25 0.22
C 6.6690 19.7750 19.7370 1.97 -6.09 4.75
O 6.8320 19.0780 20.9290 -1.08 4.31 -5.69
N 7.2480 19.2710 18.6370 1.12 -0.19 -0.30
N 5.9140 20.8260 19.5120 -1.52 3.24 3.22
H 7.4510 18.2580 18.6440 -0.53 0.44 -0.37
H 7.1180 19.7590 17.7540 -0.36 -0.59 0.22
H 5.5910 21.1390 20.4960 0.50 0.03 -2.47
H 6.2950 21.5510 18.8780 -0.64 -0.70 0.65
C 9.4890 12.5560 16.4300 1.87 -9.33 1.42
O 9.9290 11.2900 16.7710 -2.22 4.58 -1.81
N 9.9900 13.5480 17.0240 1.88 4.75 1.55
N 8.5330 12.7120 15.5750 -4.13 -0.06 -3.40
H 10.8310 13.5150 17.6130 0.23 -1.22 0.28
H 9.9200 14.4300 16.5600 -0.56 0.71 -0.06
H 8.0780 11.8670 15.1540 1.03 1.07 0.93
H 7.9340 13.5900 15.4300 1.57 -1.63 0.78
C 12.9490 16.3560 17.0510 1.77 1.77 -1.17
O 11.8440 17.2350 16.8740 -0.13 -0.29 -0.59
H 12.7850 15.4990 17.6410 -0.81 -1.46 0.15
H 13.7090 16.8890 17.6150 0.31 0.32 0.25
H 13.4670 16.1710 16.0740 -0.94 -0.25 0.70
H 11.2450 17.0550 17.6080 0.30 -0.04 -0.30
C 6.3040 18.0900 15.7710 1.20 -0.03 -3.14
O 5.6240 17.7480 16.8770 -0.53 -0.25 1.90
H 7.3640 17.7210 15.7440 -0.51 0.29 0.16
H 6.3570 19.1610 15.5620 -0.27 0.06 0.41
H 5.7900 17.6190 14.9060 0.48 0.35 -0.18
H 5.8580 16.8140 17.0320 -0.64 0.65 0.36
C 7.8670 12.1530 19.1190 0.58 -2.70 0.56
O 8.0290 13.5050 19.0670 -1.17 1.58 1.38
H 7.5070 11.7210 18.1770 -0.69 0.10 0.20
H 7.2480 11.8940 19.9990 0.17 -0.01 -0.65
H 8.8510 11.6390 19.2050 -0.40 0.16 0.42
H 8.5350 13.6360 18.3000 1.20 0.86 -1.50
C 8.2710 15.4820 21.8970 0.85 2.28 -1.84
O 8.6670 15.0700 23.1300 0.43 0.30 3.45
H 7.8530 16.4740 21.9950 -0.04 0.50 -0.55
H 7.5140 14.8880 21.5000 -1.14 -1.40 -0.87
H 9.1480 15.5300 21.2000 -0.80 -0.04 0.35
H 8.4620 15.8210 23.7460 0.60 -1.40 -0.69
C 12.5910 19.4790 18.7600 2.70 0.78 2.83
O 12.2960 18.4220 19.7150 1.21 0.53 -0.06
H 13.7110 19.5010 18.5880 -1.41 -0.08 -0.32
H 12.3070 20.4550 19.1700 0.09 -0.08 0.22
H 12.0080 19.3390 17.9300 -0.94 -0.72 -2.24
H 12.8620 18.5550 20.5030 -0.63 -0.16 -0.55
C 9.3270 20.1730 16.5870 -0.13 -0.69 -1.51
O 8.1340 20.8180 16.2050 -0.01 0.80 -0.62
H 10.1610 20.6620 16.1120 0.57 -0.14 -0.40
H 9.2510 19.1170 16.2770 0.38 0.25 0.51
H 9.4430 20.3470 17.6030 0.41 -0.32 2.05
H 8.4860 21.4690 15.5940 -0.97 0.36 -0.21
C 10.2690 15.3520 14.5130 0.37 -1.00 -0.35
O 9.6420 16.0080 15.5760 -2.35 -1.50 -0.67
H 11.1810 14.8490 14.8890 -0.36 -0.08 -0.42
H 10.5620 16.0230 13.7150 -0.11 0.18 -0.26
H 9.5220 14.6180 14.1690 0.74 0.14 -0.23
H 10.2060 16.6620 15.8640 2.14 2.52 1.29
C 10.2470 13.0490 21.2400 -0.01 -0.06 0.78
O 10.8850 13.3420 22.4590 -0.36 2.67 0.54
H 10.5860 12.0560 21.0640 -0.11 -0.81 -1.07
H 10.3640 13.7390 20.4040 0.77 -0.09 0.05
H 9.2160 13.1080 21.4630 -1.50 -0.65 -0.24
H 10.3590 14.1480 22.7600 1.17 -1.37 0.27
C 5.0630 16.7930 20.4130 0.49 -1.34 -1.14
O 4.2890 16.6380 19.2050 -0.11 -0.08 0.06
H 4.8590 17.6490 21.0590 -0.47 -0.09 -0.55
H 6.0580 16.8690 20.0290 1.04 0.47 0.48
H 5.0710 15.8540 20.9830 -0.40 0.16 0.24
H 4.8950 16.2860 18.5030 -1.10 0.70 1.28

=====

5
Properties=species:S:1:pos:R:3:forces:R:3 method="wB97M-V/def2-TZVPD" total_charge=+1 e_tot_ev=-22215.4131 homo_lumo_gap_ev=5.978 spin_multiplicity=1
H 1.0301 -0.5783 -0.7113 -4.51 -0.44 1.15
Ca 0.9874 1.4759 0.8150 -1.25 -0.93 -0.49
C -0.1706 -0.4367 -0.0528 3.87 1.49 1.03
F -0.9852 0.6390 -0.5428 0.82 0.45 -0.62
H -0.8617 -1.1000 0.4920 1.08 -0.57 -1.07

=====

49
Properties=species:S:1:pos:R:3:forces:R:3 method="wB97M-V/def2-TZVPD" total_charge=-1 e_tot_ev=-141566.7525 homo_lumo_gap_ev=7.952 spin_multiplicity=1
C 1.7009 -0.6693 3.4996 0.08 0.28 1.27
C 0.0697 -0.7287 3.6502 0.54 -1.29 0.89
C -0.7227 -1.4184 2.3928 -0.98 2.46 1.55
Br -0.0140 -3.2675 2.1188 -0.21 0.40 0.29
B -0.7196 -0.4805 1.0045 -1.37 -0.90 0.34
C -1.5148 -1.3242 -0.1862 0.08 -0.75 -1.33
C -0.5304 -1.9699 -1.3262 -1.33 -0.09 -0.91
C 0.2575 -0.8301 -2.2538 -0.37 -1.46 0.95
C 0.9444 -1.6876 -3.5061 -1.64 0.26 1.12
S 2.8211 -1.5448 -3.5670 0.47 0.09 1.41
C 3.5361 -1.5432 -1.8342 0.62 0.20 2.91
N 4.7427 -0.8618 -1.2239 -6.73 -4.61 0.39
N 4.6309 -1.2768 0.1223 -3.84 -2.98 0.62
C 3.4404 -2.1751 0.4254 3.53 3.65 -4.68
O 2.7608 -2.3376 -0.8691 3.74 2.40 0.85
C -1.6587 0.8271 1.3486 -1.59 1.17 -0.44
C -1.3021 2.1811 0.4867 -1.46 -0.14 1.81
O -0.7679 1.9391 -0.8598 0.62 0.38 1.13
C -0.4001 3.1611 1.4391 -0.50 1.42 0.05
N 0.9939 3.4544 0.9340 -0.46 -0.98 -0.82
H 2.0786 -0.2142 2.4899 -0.83 -1.11 1.83
H 2.1750 -1.7310 3.7521 -0.98 2.24 -0.91
H 2.0882 0.0463 4.3730 -0.72 -1.46 -1.87
H -0.2927 0.3444 3.9438 0.37 -2.02 -0.99
H -0.1516 -1.4168 4.6004 0.54 1.53 -1.79
H -1.8714 -1.4698 2.7114 2.41 -0.52 -0.49
H 0.3850 -0.2168 0.6645 1.00 0.35 -0.15
H -2.0999 -2.1954 0.3300 0.80 1.34 -1.13
H -2.2966 -0.6464 -0.7509 1.44 -1.33 0.95
H 0.1921 -2.7975 -0.9045 -1.19 1.92 -0.75
H -1.2444 -2.5370 -2.0967 1.48 0.98 1.37
H -0.5288 -0.0406 -2.6165 1.61 -1.55 0.57
H 1.0431 -0.3202 -1.5524 -1.34 -0.88 -1.59
H 0.5941 -2.8248 -3.4102 1.00 2.57 -0.27
H 0.5344 -1.2366 -4.5110 1.25 -0.97 1.77
H 3.0562 -2.6549 1.4211 0.71 1.15 -2.37
H -1.7206 1.1088 2.4839 0.10 -0.22 -2.02
H -2.7691 0.5252 1.0305 2.08 0.65 0.81
H -2.3441 2.7428 0.3288 2.36 -1.08 -0.07
H 0.2018 1.6913 -0.8575 -1.73 0.21 0.59
H -0.3440 2.7969 2.5746 0.00 0.48 -2.71
H -0.9587 4.2147 1.4962 1.19 -2.17 -0.12
H 1.5165 2.5453 0.9063 -0.57 1.11 0.02
H 0.9746 3.8071 -0.0699 -0.24 -0.70 1.76
C -3.2137 2.2481 -3.5570 0.09 -0.17 0.28
Cl -3.8739 0.7798 -2.8169 0.16 0.29 -0.13
Cl -2.4947 1.8806 -5.1342 -0.02 0.05 0.11
Cl -4.4739 3.4830 -3.7204 0.08 -0.02 0.00
H -2.4298 2.6403 -2.9041 -0.19 -0.20 -0.12

=====

12
Properties=species:S:1:pos:R:3:forces:R:3 method="wB97M-V/def2-TZVPD" e_tot_ev=-30333.9030 homo_lumo_gap_ev=8.446 de_lowest_ev=1.865 spin_multiplicity=1
N 1.9861 -0.5763 -1.0617 -0.95 0.82 3.25
C 1.3125 -0.3656 -0.0101 1.58 -1.29 -1.04
N 0.7053 -0.3834 1.0437 2.73 0.46 -2.76
C -0.4240 -0.2642 1.7202 -0.88 -1.84 1.20
C -1.5266 0.3560 1.3233 -1.76 0.32 2.52
S -1.5614 1.5212 0.0575 -0.80 0.98 -0.27
N -0.7178 0.8136 -1.1405 -0.05 -0.44 -1.28
C -0.3939 0.4545 -2.2434 -0.44 0.55 2.62
S 0.4303 -0.1939 -3.3574 0.16 -0.45 -2.43
H 2.9954 -0.6983 -0.9483 -0.48 0.10 -0.08
H -0.3808 -0.9919 2.5397 -0.74 0.67 0.21
H -2.4251 0.3284 2.0769 1.63 0.12 -1.94